[1]
{
  "formula": "C6H13N4",
  "method": "wB97M-V/def2-TZVPD",
  "species": ["C", "C", "C", "C", "C", "C", "N", "N", "N", "N", "H", "H", "H", "H", "H", "H", "H", "H", "H", "H", "H", "H", "H"],
  "positions_angstrom": [[0.03508, 0.79554, -0.47114], [2.56133, -0.00786, -0.05946], [2.20540, 1.47598, -0.16656], [1.37151, -0.87980, 0.52113], [-2.15506, -0.59095, -0.80259], [-2.05573, 0.92731, -0.46187], [0.79796, 1.72898, -0.30367], [0.28567, -0.60736, -0.33712], [-2.54820, 1.25337, 0.75596], [-0.97021, -1.32400, -0.18947], [2.69118, -0.41281, -1.01974], [3.43801, -0.13025, 0.47721], [2.41010, 2.15730, 0.68651], [2.80589, 1.82294, -0.93961], [1.77073, -1.95733, 0.65313], [1.20312, -0.57634, 1.56743], [-2.95587, -0.87960, -0.12686], [-2.20772, -0.81050, -1.84071], [-2.09697, 1.50281, -1.28326], [-2.61123, 2.28754, 0.98842], [-3.05958, 0.63708, 1.38358], [-1.05110, -1.47727, 0.89718], [-1.00603, -2.30440, -0.61900]],
  "forces_ev_per_a": [[-4.916, -1.267, 0.452], [-2.814, 0.116, 0.676], [-0.280, -0.196, 2.562], [3.050, -1.076, 1.992], [0.003, 2.499, 2.760], [4.337, -4.704, 1.093], [0.393, 0.916, -1.323], [-1.160, -0.023, -2.192], [-0.634, 2.909, 1.289], [0.887, -1.326, 2.317], [0.451, -0.348, -1.465], [1.625, -0.469, 1.238], [0.748, -0.988, -0.052], [0.517, 1.191, -1.774], [-1.087, 1.383, -0.965], [-0.401, 0.224, -0.097], [-0.599, -0.927, -0.887], [-0.193, -0.298, -0.640], [-0.674, 2.462, -2.388], [0.038, -2.157, -0.350], [0.340, 0.215, -0.561], [-0.491, 0.284, -2.291], [0.862, 1.580, 0.604]],
  "total_energy_ev": -12382.43045,
  "e_above_lowest_kcal_mol": 103.3,
  "gap_ev": 8.228,
  "charge": 1,
  "largest_force_ha_per_bohr": 0.12622,
  "homo_ev": -11.682
}



[2]
{
  "formula": "C36H39N9NaO5S2",
  "method": "wB97M-V/def2-TZVPD",
  "species": ["Na", "N", "C", "S", "N", "N", "C", "C", "C", "C", "C", "C", "N", "H", "H", "H", "H", "H", "H", "H", "O", "C", "C", "O", "O", "C", "C", "C", "C", "C", "C", "C", "C", "C", "C", "C", "C", "H", "H", "H", "H", "H", "H", "H", "H", "H", "H", "H", "C", "N", "C", "C", "N", "C", "S", "H", "H", "H", "H", "H", "H", "H", "H", "N", "C", "C", "C", "C", "C", "N", "C", "H", "H", "H", "H", "O", "C", "O", "C", "N", "C", "C", "C", "H", "H", "H", "H", "H", "H", "H", "H", "H"],
  "positions_angstrom": [[0.05636, -0.95649, -0.72452], [-1.91410, -4.96696, 0.20027], [-1.72367, -3.77611, -0.50138], [-2.40281, -2.33405, 0.16936], [-1.08047, -3.94223, -1.62937], [-0.49491, -2.85239, -2.20975], [-0.68517, -2.68760, -3.45104], [0.00764, -1.59523, -4.17678], [-0.54870, -1.10952, -5.35656], [0.00853, 0.00702, -5.95719], [1.12246, 0.59601, -5.37702], [1.65049, 0.00833, -4.23412], [1.11831, -1.06499, -3.64616], [-2.70310, -4.92135, 0.82115], [-1.88880, -5.79292, -0.38189], [-1.40746, -3.29609, -3.99213], [-1.43225, -1.58942, -5.76677], [-0.42873, 0.42096, -6.85970], [1.57883, 1.48482, -5.79779], [2.53793, 0.42236, -3.75741], [-0.27985, 2.55891, 0.44000], [-0.13047, 1.98008, 1.72551], [0.70828, 0.67370, 1.57578], [1.05231, 0.07391, 2.61673], [1.01889, 0.38609, 0.37901], [0.70000, 2.92495, 2.60984], [0.41335, 3.15071, 3.95220], [1.17685, 4.04454, 4.69981], [2.24303, 4.71438, 4.11564], [2.55535, 4.46850, 2.78100], [1.79213, 3.57810, 2.03678], [-1.53403, 1.73095, 2.27762], [-1.93826, 0.54103, 2.87003], [-3.24254, 0.39545, 3.34033], [-4.15278, 1.43686, 3.23355], [-3.75646, 2.63436, 2.63886], [-2.45943, 2.77482, 2.16442], [0.19666, 1.92173, -0.13867], [-0.41051, 2.62412, 4.42072], [0.93122, 4.21644, 5.74417], [2.82537, 5.42103, 4.69538], [3.39684, 4.97216, 2.31727], [2.03754, 3.37961, 0.99628], [-1.23329, -0.27451, 2.96242], [-3.54626, -0.54681, 3.78381], [-5.16153, 1.32278, 3.61273], [-4.45831, 3.45925, 2.54633], [-2.14189, 3.70374, 1.69701], [4.16163, -1.72819, -1.84683], [4.16978, -1.18258, -0.50149], [4.23450, -2.02566, 0.69328], [3.70235, -1.10337, 1.79850], [3.72982, 0.20720, 1.14804], [3.84592, 0.09580, -0.20789], [3.65583, 1.37078, -1.26892], [4.11351, -2.81752, -1.77136], [5.06407, -1.45535, -2.39875], [3.29244, -1.37868, -2.39772], [5.25936, -2.34118, 0.88692], [3.62090, -2.91507, 0.57582], [4.33502, -1.11541, 2.68130], [2.68790, -1.36192, 2.08854], [3.07176, 0.89945, 1.47435], [1.83140, -4.26951, 5.37450], [1.71158, -4.21216, 4.23055], [1.59573, -4.17592, 2.78661], [2.03228, -5.25708, 2.02787], [1.95430, -5.17857, 0.65309], [1.44896, -4.01771, 0.08234], [1.01258, -2.98195, 0.80733], [1.08430, -3.05972, 2.13667], [2.42630, -6.13834, 2.51762], [2.28519, -5.99827, 0.02602], [1.38336, -3.90823, -0.99832], [0.74523, -2.18725, 2.69169], [-3.09158, -0.18072, -2.89130], [-2.29769, 0.51494, -2.08932], [-1.12479, 0.23181, -1.94364], [-2.96465, 1.70824, -1.38089], [-4.40235, 1.78659, -1.74142], [-4.67087, 3.06626, -2.43339], [-3.31065, 3.46033, -2.99456], [-2.34764, 3.02619, -1.88177], [-2.80531, 1.56255, -0.31636], [-4.99570, 1.64952, -0.93706], [-3.96306, 0.26161, -2.77314], [-5.02484, 3.83444, -1.74230], [-5.42848, 2.93231, -3.20546], [-3.25424, 4.52577, -3.21428], [-3.10129, 2.90486, -3.91420], [-2.32013, 3.75819, -1.07438], [-1.32533, 2.87244, -2.22203]],
  "forces_ev_per_a": [[-0.115, -1.671, -0.353], [-0.185, 0.123, -0.005], [-0.037, 0.131, -0.269], [0.358, -0.191, 0.003], [0.036, -0.213, 0.069], [-0.249, 0.100, 0.449], [0.266, 0.242, -0.347], [-0.012, -0.019, 0.233], [-0.120, 0.014, -0.115], [0.000, 0.000, -0.004], [-0.038, -0.051, -0.032], [-0.042, -0.177, 0.095], [-0.079, 0.164, -0.015], [-0.093, -0.035, 0.076], [0.087, 0.067, -0.002], [0.019, -0.101, -0.092], [0.072, 0.083, 0.048], [0.018, -0.029, 0.041], [-0.014, -0.087, 0.034], [-0.116, -0.050, 0.004], [0.126, -0.079, -0.121], [0.113, 0.099, 0.122], [0.257, -0.388, 0.137], [-0.374, 0.404, -0.600], [0.074, 0.962, 1.533], [-0.171, 0.098, -0.021], [0.041, 0.015, 0.003], [-0.044, -0.078, -0.039], [-0.057, -0.063, -0.099], [-0.036, -0.062, 0.066], [-0.026, -0.034, -0.051], [0.029, 0.111, 0.110], [-0.038, 0.028, -0.035], [-0.027, 0.016, -0.033], [0.123, 0.041, -0.048], [0.068, -0.043, -0.047], [0.011, 0.013, 0.023], [-0.070, 0.088, 0.030], [0.017, 0.046, -0.038], [0.027, -0.023, -0.106], [0.013, -0.029, -0.021], [-0.045, -0.042, 0.018], [-0.030, 0.078, 0.088], [-0.043, 0.020, 0.007], [0.040, 0.059, -0.040], [0.010, -0.011, -0.030], [0.070, -0.082, 0.024], [-0.049, -0.111, 0.060], [0.218, -0.030, 0.232], [-0.320, -0.062, -0.166], [0.019, 0.277, -0.068], [0.044, 0.064, -0.357], [0.279, -0.043, 0.005], [0.012, -0.120, 0.582], [0.113, -0.124, -0.200], [0.004, 0.099, 0.003], [0.012, 0.017, 0.008], [-0.091, 0.023, -0.006], [0.191, -0.027, -0.027], [0.003, -0.049, -0.053], [0.091, 0.011, 0.095], [0.089, 0.202, -0.034], [0.212, 0.010, -0.016], [-0.043, 0.010, -0.269], [-0.038, 0.002, -0.153], [0.108, -0.081, 0.430], [0.051, -0.164, -0.021], [0.032, -0.105, -0.020], [-0.201, 0.218, 0.109], [0.222, -0.156, -0.130], [-0.298, 0.128, -0.298], [0.004, 0.011, 0.006], [-0.036, 0.069, 0.045], [-0.011, 0.002, 0.208], [0.029, -0.085, -0.090], [0.017, 0.262, 0.064], [0.525, -0.267, 0.151], [-1.196, 0.977, -0.607], [-0.041, 0.009, -0.438], [0.203, -0.046, -0.080], [0.160, -0.235, 0.060], [0.098, -0.058, 0.120], [-0.008, -0.074, -0.093], [0.034, -0.002, 0.148], [0.010, -0.024, 0.047], [-0.191, -0.044, -0.043], [-0.023, 0.048, 0.111], [-0.027, -0.017, -0.022], [0.038, -0.010, -0.039], [-0.032, 0.032, 0.039], [-0.032, -0.045, 0.024], [0.005, 0.064, 0.034]],
  "total_energy_ev": -87705.83876,
  "e_above_lowest_kcal_mol": 27.4,
  "gap_ev": 6.543,
  "charge": -1,
  "largest_force_ha_per_bohr": 0.03523,
  "homo_ev": -4.587
}